{
  "formula": "C4H9N2",
  "method": "ωB97M-V/def2-TZVPD",
  "spin_multiplicity": 3,
  "s2": 2.01,
  "charge": 1,
  "symbols": ["N", "N", "C", "C", "C", "C", "H", "H", "H", "H", "H", "H", "H", "H", "H"],
  "coordinates": [[1.54168, -0.81554, -0.74059], [-0.70628, 0.61894, 0.50680], [0.58259, -0.18573, -1.27282], [-1.65843, 1.54480, 0.09130], [-2.04720, 0.15095, 0.50452], [1.57511, -1.01215, 0.66171], [-1.76540, 2.41100, 0.72187], [0.65747, -0.90372, 1.21495], [-2.49809, -0.07047, 1.43537], [-1.58473, 1.76302, -0.93919], [-2.39997, -0.59737, -0.26103], [2.09536, -1.36071, -1.31315], [2.12752, -1.92561, 0.81298], [2.07022, -0.20649, 1.20078], [0.50188, 0.15240, -2.38345]],
  "forces_ev_per_angstrom": [[-3.62, 1.88, 0.18], [0.67, -0.94, -0.34], [0.68, 1.18, -2.44], [-0.65, -0.01, 1.05], [-0.71, -0.10, -1.24], [1.46, -0.32, 2.54], [-0.52, 0.18, 0.28], [-0.76, -0.93, -0.75], [-0.45, 0.26, 1.05], [-0.05, 0.42, -1.18], [0.86, 0.74, 0.57], [2.16, -1.25, -1.46], [-0.10, -0.30, 0.55], [0.92, 0.19, -0.61], [0.11, -1.00, 1.81]],
  "mulliken_charge": [0.001, -0.258, 0.075, -0.276, -0.329, -0.734, 0.257, 0.292, 0.275, 0.218, 0.189, 0.300, 0.357, 0.331, 0.303]
}

---

{
  "formula": "C4H9N2O",
  "method": "ωB97M-V/def2-TZVPD",
  "charge": 1,
  "smiles": "C=CC[NH2+][C@@H]1NO1",
  "symbols": ["O", "N", "N", "C", "C", "C", "C", "H", "H", "H", "H", "H", "H", "H", "H", "H"],
  "coordinates": [[0.00412, 1.45429, -2.30954], [-0.84095, 1.94593, -1.23809], [1.31109, 0.85553, -0.36587], [-0.39929, -0.43897, 0.72987], [0.73226, -0.47521, -0.25841], [-1.59613, -0.98781, 0.58044], [0.54706, 1.88527, -1.19544], [1.45861, -1.08896, 0.29733], [2.30400, 0.85620, -0.74530], [-1.79447, -1.80736, -0.06118], [1.16342, 2.81185, -1.18701], [-1.34785, 1.29396, -0.71551], [-2.45204, -0.77106, 1.20659], [0.44014, -0.98157, -1.19298], [1.34718, 1.24438, 0.60965], [-0.12332, 0.37623, 1.39555]],
  "forces_ev_per_angstrom": [[-0.55, -1.83, -1.96], [0.43, 3.25, -0.09], [0.99, 1.36, -0.24], [-0.39, 1.60, -1.19], [-0.27, -3.11, 1.02], [0.03, 0.11, 1.26], [1.64, 1.56, 1.59], [0.41, 0.08, -0.80], [-1.34, -0.20, 0.56], [0.10, -0.39, -1.12], [-0.57, -0.54, -0.04], [-0.57, -2.31, 0.48], [0.30, 0.15, 0.42], [0.53, 0.74, 0.12], [0.28, -0.24, -0.95], [-1.02, -0.23, 0.95]],
  "mulliken_charge": [-0.279, -0.429, -0.181, -0.313, -0.396, -0.715, 0.133, 0.331, 0.404, 0.286, 0.468, 0.312, 0.299, 0.371, 0.394, 0.317]
}

---

{
  "formula": "C4H9N2O",
  "method": "ωB97M-V/def2-TZVPD",
  "charge": 1,
  "symbols": ["O", "N", "N", "C", "C", "C", "C", "H", "H", "H", "H", "H", "H", "H", "H", "H"],
  "coordinates": [[2.64257, -0.17511, 0.48049], [-2.05261, 0.88298, 0.01368], [0.23673, 0.17640, -0.33378], [-0.93212, 0.55732, -0.08455], [0.36210, -0.90212, -1.36188], [-3.34846, 0.72922, 0.40387], [3.61483, -0.14067, 1.15158], [1.04270, 0.62494, 0.21811], [1.21516, -1.58516, -1.30889], [0.56192, -0.42507, -2.35870], [4.41622, -0.77206, 0.75022], [-3.64698, -0.25695, 0.20791], [-3.86977, 1.50063, -0.06873], [-3.46606, 0.83408, 1.48383], [3.72141, 0.46921, 2.09602], [-0.49765, -1.51764, -1.28917]],
  "forces_ev_per_angstrom": [[-2.34, 0.71, -0.78], [4.49, -0.48, -0.78], [2.21, 0.14, 0.53], [-2.81, 0.74, 0.35], [1.70, 0.82, -1.47], [-1.20, 0.44, 2.12], [2.05, -0.25, 0.92], [-0.87, -1.37, -1.12], [0.07, 0.52, 1.13], [-0.91, -0.36, 0.81], [0.77, 0.16, 0.80], [-0.79, -1.23, -0.74], [-1.57, 0.71, -0.71], [0.20, 0.23, 0.06], [-0.04, -0.49, -0.76], [-0.96, -0.30, -0.36]],
  "mulliken_charge": [-0.418, -0.013, -0.145, 0.507, -0.801, -0.700, -0.121, 0.303, 0.282, 0.307, 0.259, 0.345, 0.283, 0.327, 0.241, 0.341]
}

---

{
  "formula": "C4H9N2O",
  "method": "ωB97M-V/def2-TZVPD",
  "charge": 1,
  "symbols": ["O", "N", "N", "C", "C", "C", "C", "H", "H", "H", "H", "H", "H", "H", "H", "H"],
  "coordinates": [[2.16094, 1.32698, -1.69645], [0.80437, 0.51236, 0.72447], [-1.25840, 0.41826, 0.10262], [-0.90370, -0.86911, 0.41764], [0.41848, -0.80306, 0.75699], [-0.22347, 1.24323, 0.31115], [-1.60864, -2.14901, 0.15213], [1.68044, 1.00976, 0.57684], [-1.84351, -2.29129, -0.90449], [1.79801, 1.74377, -2.48940], [1.01452, -1.62268, 1.07450], [3.04691, 1.05854, -1.97042], [-2.53017, -2.32389, 0.71631], [-0.24934, 2.27989, 0.03256], [-2.17370, 0.79402, -0.01122], [-0.98422, -2.94489, 0.45941]],
  "forces_ev_per_angstrom": [[0.06, 0.04, -0.19], [-0.43, 1.67, -0.90], [0.38, 0.66, 0.67], [1.24, -0.59, -0.28], [-0.60, -0.03, 0.18], [-0.75, -0.89, -0.32], [-1.45, 0.38, 0.04], [0.48, -0.99, 0.50], [0.09, 0.18, 0.03], [0.02, -0.02, 0.15], [0.62, -0.18, 0.06], [-0.03, 0.01, 0.08], [-0.01, 0.48, -0.06], [0.26, 0.17, 0.28], [-0.75, -0.12, -0.42], [0.88, -0.78, 0.18]],
  "mulliken_charge": [-0.595, -0.034, -0.032, 0.633, -0.537, -0.283, -1.135, 0.336, 0.302, 0.306, 0.404, 0.305, 0.343, 0.399, 0.260, 0.327]
}

---

{
  "formula": "C4H9N2O",
  "method": "ωB97M-V/def2-TZVPD",
  "charge": 1,
  "smiles": "CC(=[NH2+])/N=C\\CO",
  "symbols": ["O", "N", "N", "C", "C", "C", "C", "H", "H", "H", "H", "H", "H", "H", "H", "H"],
  "coordinates": [[1.79155, 0.08646, -1.70906], [-0.92046, -1.74983, 1.13940], [0.13201, 0.21079, 0.68767], [-0.90110, -0.54398, 0.59502], [2.20203, 0.77059, -0.56094], [1.19728, 0.84408, 0.54811], [-2.12383, -0.02213, -0.07144], [2.01585, 0.58307, -2.50211], [2.52062, 1.79756, -0.77395], [-2.28144, -0.54874, -1.01154], [3.07595, 0.25617, -0.11462], [-2.03379, 1.03783, -0.28910], [1.47699, 1.52860, 1.34789], [-0.11127, -2.13440, 1.60159], [-2.99380, -0.19137, 0.55790], [-1.75666, -2.31142, 1.11726]],
  "forces_ev_per_angstrom": [[-0.46, -0.14, 0.30], [0.08, -0.27, 0.08], [0.21, -0.09, -0.08], [0.03, 0.15, -0.13], [0.40, -0.14, -0.30], [0.09, 0.11, -0.01], [-0.28, 0.12, -0.19], [0.02, 0.01, 0.08], [-0.04, -0.05, 0.11], [0.07, -0.10, -0.04], [-0.13, 0.24, 0.03], [0.04, -0.02, 0.07], [0.03, 0.06, 0.10], [-0.02, 0.02, -0.04], [-0.06, 0.01, 0.07], [0.02, 0.09, -0.05]],
  "mulliken_charge": [-0.509, -0.347, -0.124, 0.678, -0.328, -0.080, -1.169, 0.335, 0.367, 0.341, 0.246, 0.326, 0.400, 0.232, 0.385, 0.245]
}

---

{
  "formula": "C4H9N2O",
  "method": "ωB97M-V/def2-TZVPD",
  "charge": 1,
  "symbols": ["O", "N", "N", "C", "C", "C", "C", "H", "H", "H", "H", "H", "H", "H", "H", "H"],
  "coordinates": [[1.32120, 1.06648, -1.06818], [-0.28700, -0.78375, -0.34914], [1.45770, 1.87473, -1.89565], [0.48018, 2.52207, -2.56410], [0.46827, -0.50163, 1.91178], [-1.25963, -2.30664, 1.19566], [-0.34260, -1.12870, 0.79642], [1.34303, -1.00217, 1.80774], [0.81928, 2.92377, -3.49424], [-1.94190, -2.56484, 0.35140], [-0.46229, 1.84109, -2.74252], [0.87776, 0.51176, 1.62726], [-0.68339, -3.26860, 1.46612], [0.11563, 3.45993, -1.85335], [-1.73506, -1.95733, 2.04204], [-0.17118, -0.68617, 2.76877]],
  "forces_ev_per_angstrom": [[-1.08, -1.96, 1.81], [-0.37, 0.36, -1.59], [4.10, 0.77, -0.19], [-6.01, 1.53, 0.38], [-1.40, 2.48, -1.02], [1.05, -2.50, -2.43], [0.19, -0.33, 0.61], [2.67, -2.35, 0.72], [0.43, 0.27, -0.37], [0.41, 0.31, 0.90], [1.48, 1.24, 0.45], [-1.44, -0.60, 0.71], [-0.41, 1.79, -0.51], [0.99, -2.28, -1.68], [-1.39, 0.67, 1.68], [0.77, 0.61, 0.52]],
  "mulliken_charge": [-0.176, -0.205, 0.059, -0.502, -0.950, -1.009, 0.903, 0.350, 0.283, 0.342, 0.284, 0.349, 0.314, 0.266, 0.359, 0.334]
}

---

{
  "formula": "C4H9N2O",
  "method": "ωB97M-V/def2-TZVPD",
  "charge": 1,
  "smiles": "CC(C)=N[N+](C)=O",
  "symbols": ["O", "N", "N", "C", "C", "C", "C", "H", "H", "H", "H", "H", "H", "H", "H", "H"],
  "coordinates": [[-1.59807, -1.17802, -0.50772], [-1.24375, -0.47882, 0.40376], [-0.28203, 0.25990, 0.60594], [1.46036, 1.57585, -0.58250], [0.86402, 0.29175, -0.34786], [1.39742, -0.92482, -1.00426], [-2.17259, -0.45738, 1.58204], [-2.25412, -1.42467, 2.13079], [2.13619, -0.61659, -1.72568], [0.78211, 2.15956, -1.24007], [1.41227, 2.20323, 0.22486], [1.66024, -1.53210, -0.18352], [-2.07641, 0.27509, 2.41841], [0.64792, -1.38962, -1.72186], [2.43583, 1.51805, -1.12176], [-3.16940, -0.28139, 1.06942]],
  "forces_ev_per_angstrom": [[0.75, 0.17, -1.03], [-3.19, -2.22, 2.66], [6.76, 2.74, -3.01], [0.69, -0.75, -2.44], [-3.74, -0.80, 1.14], [-1.96, 1.46, -1.92], [-3.10, -0.17, 0.72], [0.48, 0.26, -1.14], [1.04, -0.16, 0.49], [-0.17, -0.52, -0.23], [0.33, 1.48, 2.46], [0.70, -1.47, 0.57], [0.83, -0.04, -1.39], [0.27, 0.18, 1.52], [-0.73, 0.12, 0.77], [1.04, -0.28, 0.84]],
  "mulliken_charge": [-0.494, 0.953, -0.534, -1.182, 0.778, -1.033, -0.669, 0.293, 0.380, 0.361, 0.442, 0.354, 0.327, 0.374, 0.362, 0.288]
}

---

{
  "formula": "C4H9N2O",
  "method": "ωB97M-V/def2-TZVPD",
  "charge": 1,
  "smiles": "CC1(C)[NH2+][C@H]1N=O",
  "symbols": ["O", "N", "N", "C", "C", "C", "C", "H", "H", "H", "H", "H", "H", "H", "H", "H"],
  "coordinates": [[-0.77975, 3.17283, 0.01227], [-0.61216, 2.18072, 0.60387], [-0.96832, -0.25401, 1.02003], [-1.08950, 0.93704, 0.04296], [1.61252, 0.01403, 0.41410], [0.20654, -0.24060, -0.10622], [-0.02039, -1.21934, -1.21886], [-0.67417, 0.00315, 1.94793], [1.57414, 0.81453, 1.18220], [-1.84689, 0.80802, -0.84678], [0.58745, -2.04213, -1.15735], [-1.07566, -1.59816, -1.29457], [-1.54686, -1.03770, 0.87827], [2.48905, 0.21399, -0.27780], [0.15418, -0.83331, -2.22158], [1.98981, -0.91906, 1.02153]],
  "forces_ev_per_angstrom": [[-0.64, 0.89, -1.41], [0.69, -1.57, 2.28], [2.63, 2.15, -2.83], [1.38, -3.56, -2.66], [0.99, -0.93, 2.08], [-2.43, 2.39, 0.66], [-2.76, 1.09, -0.50], [-0.04, -0.04, 0.55], [0.20, -0.27, -0.62], [1.26, 0.45, 2.12], [1.63, -2.09, 0.57], [0.79, 0.39, 0.35], [-1.25, -0.90, 0.24], [-1.73, -0.07, 0.20], [0.22, 0.66, 0.17], [-0.95, 1.41, -1.21]],
  "mulliken_charge": [-0.294, 0.085, -0.229, 0.007, -1.226, 0.978, -1.473, 0.329, 0.369, 0.362, 0.420, 0.359, 0.292, 0.352, 0.349, 0.317]
}

---

{
  "formula": "C4H9N2O2",
  "method": "ωB97M-V/def2-TZVPD",
  "charge": -1,
  "symbols": ["O", "O", "N", "N", "C", "C", "C", "C", "H", "H", "H", "H", "H", "H", "H", "H", "H"],
  "coordinates": [[2.66767, 3.57732, -1.84977], [1.01010, -0.40514, -1.25711], [-1.01776, 0.76842, -0.74483], [0.64684, -2.25688, 0.85365], [-0.52249, -1.45565, 0.17587], [1.71151, 3.32302, -1.10406], [-1.61038, -1.33654, 1.23344], [-0.17494, -0.18137, -0.70906], [1.20636, 2.26102, -0.93694], [-1.18962, -1.00296, 2.22197], [1.38953, 4.12307, -0.32996], [0.74484, -1.88383, 1.86310], [1.39645, -1.74110, 0.32076], [-2.41108, -0.65531, 0.96811], [-2.08086, -2.26193, 1.35138], [-0.86841, -2.21093, -0.48580], [-0.89775, 1.33880, -1.57075]],
  "forces_ev_per_angstrom": [[-2.60, -0.76, 1.48], [-2.40, 1.30, 0.43], [-1.57, 0.66, -0.27], [0.20, 3.11, 0.05], [0.14, -0.29, 1.93], [1.58, -0.38, 0.49], [0.65, 1.80, 0.50], [4.08, -3.46, 0.65], [0.94, 1.77, -0.89], [-0.36, -0.23, -0.79], [0.10, -0.80, -1.11], [-0.24, -0.53, -2.03], [-0.16, -0.96, 0.59], [0.10, 0.42, -0.24], [-0.57, -1.72, 0.53], [-0.42, -0.33, -1.23], [0.52, 0.39, -0.09]],
  "mulliken_charge": [-0.455, -0.810, -0.787, -0.771, 0.398, 0.031, -1.141, 0.337, 0.172, 0.258, 0.190, 0.263, 0.330, 0.343, 0.348, 0.042, 0.252]
}

---

{
  "formula": "C4H9N2O2",
  "method": "ωB97M-V/def2-TZVPD",
  "charge": -1,
  "symbols": ["O", "O", "N", "N", "C", "C", "C", "C", "H", "H", "H", "H", "H", "H", "H", "H", "H"],
  "coordinates": [[-1.13065, -1.67743, -0.16279], [-2.12121, 0.22575, -0.86401], [1.05678, 2.74863, -0.02411], [-3.15331, -1.75993, -1.19852], [-2.04718, -1.02004, -0.70793], [1.66332, 1.57570, 0.50132], [1.11494, 0.37163, 0.43735], [1.74636, -0.89316, 0.93154], [-3.01933, -2.72951, -1.42425], [2.79019, -0.70709, 1.21155], [0.13634, 0.25686, -0.02149], [0.10716, 2.54522, -0.31781], [1.74484, -1.61815, 0.11551], [-3.80158, -1.22603, -1.75082], [2.68027, 1.72556, 0.86011], [1.03731, 3.50371, 0.64918], [1.19573, -1.32173, 1.76520]],
  "forces_ev_per_angstrom": [[-0.14, -0.19, -0.12], [-0.07, -0.05, 0.04], [0.02, 0.08, -0.13], [-0.41, 0.04, 0.16], [0.39, 0.23, 0.05], [0.11, 0.01, -0.10], [-0.12, -0.06, 0.06], [0.45, 0.36, -0.55], [0.10, 0.07, 0.01], [-0.06, -0.09, 0.18], [-0.14, -0.02, 0.17], [0.00, -0.01, 0.02], [-0.09, -0.17, 0.15], [0.10, -0.12, -0.16], [-0.08, 0.03, 0.19], [0.00, -0.05, -0.01], [-0.07, -0.06, 0.02]],
  "mulliken_charge": [-0.740, -0.770, -0.596, -0.513, 0.636, -0.247, 0.144, -1.064, 0.186, 0.369, 0.131, 0.315, 0.238, 0.190, 0.313, 0.198, 0.212]
}

---

{
  "formula": "C4H9N2O2",
  "method": "ωB97M-V/def2-TZVPD",
  "charge": 1,
  "smiles": "[NH3+]CC(=O)NCC=O",
  "symbols": ["O", "O", "N", "N", "C", "C", "C", "C", "H", "H", "H", "H", "H", "H", "H", "H", "H"],
  "coordinates": [[-0.80583, 0.56236, 1.72450], [1.06424, 0.34834, -2.13658], [1.53991, 0.18588, 0.06051], [-1.76375, -0.04857, -1.83700], [-0.77878, -0.20786, -0.63790], [0.32257, 0.31724, 2.15760], [1.39732, -0.27431, 1.47827], [0.72128, 0.11052, -1.01120], [-2.38697, -0.82644, -1.76444], [2.41713, 0.61957, -0.02835], [-1.13790, 0.59780, 0.07096], [-0.85341, -1.12041, -0.06690], [2.36394, -0.29291, 2.05230], [1.19299, -1.36546, 1.32311], [-2.28113, 0.87418, -1.89563], [-1.33979, -0.07551, -2.73712], [0.32818, 0.59559, 3.24788]],
  "forces_ev_per_angstrom": [[1.76, -0.13, 0.78], [-0.23, 0.17, -0.66], [0.15, -0.04, 1.89], [0.51, 0.71, 0.95], [-0.03, 2.92, -0.59], [-4.96, 2.38, 3.67], [2.12, -2.82, -2.94], [-1.48, -0.21, 0.70], [-1.01, -0.38, -0.21], [1.08, 0.54, -1.08], [0.68, -1.24, -1.20], [-0.63, -0.56, -0.53], [-0.85, 0.56, -0.91], [-0.16, 0.47, 0.87], [0.58, -1.32, 0.88], [1.25, -0.47, -1.09], [1.21, -0.58, -0.53]],
  "mulliken_charge": [-0.564, -0.585, -0.189, -0.279, -0.770, 0.241, -0.670, 0.651, 0.359, 0.267, 0.428, 0.345, 0.368, 0.293, 0.388, 0.347, 0.371]
}

---

{
  "formula": "C4H9N2O2",
  "method": "ωB97M-V/def2-TZVPD",
  "charge": 1,
  "symbols": ["O", "O", "N", "N", "C", "C", "C", "C", "H", "H", "H", "H", "H", "H", "H", "H", "H"],
  "coordinates": [[-0.67756, -1.10854, 1.45125], [0.04384, 0.92823, 1.99699], [0.49757, 0.20677, -1.28795], [-2.19887, 0.59958, 1.57199], [-0.93577, 0.03334, 1.69250], [1.42004, -0.86262, -1.22345], [1.03600, -2.12555, -1.37623], [0.81647, 1.43198, -1.10267], [-2.88198, -0.13752, 1.48573], [0.06655, 2.20202, -1.21537], [2.44038, -0.57736, -1.01786], [-2.44895, 1.20976, 2.34735], [-0.01657, -2.36729, -1.44431], [1.81030, -2.87576, -1.39794], [-0.47627, -0.00416, -1.50245], [1.83597, 1.63946, -0.80785], [-0.33114, 1.80765, 1.83027]],
  "forces_ev_per_angstrom": [[0.15, -0.24, -0.21], [-0.39, 0.27, -0.38], [0.00, 0.62, 0.18], [0.13, -0.06, 0.58], [0.02, 0.17, -0.13], [0.03, -0.90, 0.02], [0.08, 0.96, 0.14], [-0.12, -0.50, 0.13], [-0.21, -0.05, -0.12], [0.02, 0.03, 0.04], [0.02, 0.20, -0.16], [0.03, 0.06, -0.28], [0.08, -0.30, -0.21], [-0.22, -0.27, 0.13], [0.10, -0.19, -0.05], [0.03, 0.22, -0.13], [0.25, 0.00, 0.43]],
  "mulliken_charge": [-0.506, -0.462, 0.018, -0.548, 0.682, 0.149, -0.648, -0.216, 0.282, 0.340, 0.230, 0.258, 0.239, 0.268, 0.332, 0.252, 0.330]
}

---

Number 1: electronic energy -266.8130 Ha. Number 2: electronic energy -342.1494 Ha. Number 3: electronic energy -342.2302 Ha. Number 4: electronic energy -342.3419 Ha. Number 5: electronic energy -342.3055 Ha. Number 6: electronic energy -342.0430 Ha. Number 7: electronic energy -342.1340 Ha. Number 8: electronic energy -342.1367 Ha. Number 9: electronic energy -417.7847 Ha. Number 10: electronic energy -417.8677 Ha. Number 11: electronic energy -417.5020 Ha. Number 12: electronic energy -417.5373 Ha.